Molecular formula: C4H6OS
Method: DFT, ωB97M-V/def2-TZVPD

## Properties
multiplicity: 1
energy relative to the best compared isomer or geometry (same formula, charge and spin): 187.7 kJ/mol
molar mass: 102.16 g mol⁻¹
strongest force on any atom: 4.447 eV/A
frontier orbital gap: 9.3 eV

Last column: Löwdin charge in e.
Cartesian coordinates (Å):
1 C 1.90 -0.13 0.69  -0.0734
2 C 0.85 -0.18 -0.48  -0.5640
3 O 0.30 1.12 -0.79  -0.1539
4 C -0.74 1.35 0.12  -0.2622
5 C -1.39 0.33 0.60  -0.3790
6 S -0.70 -1.19 -0.15  0.8826
7 H 2.34 -1.17 0.61  0.0908
8 H 1.67 0.00 1.74  0.0673
9 H 2.56 0.63 0.36  0.0655
10 H 1.46 -0.47 -1.30  0.0964
11 H -0.74 2.45 0.47  0.1563
12 H -2.18 0.57 1.27  0.0738


Molecular formula: C12H21HoN2O2P
Method: DFT, ωB97M-V/def2-TZVPD

## Properties
multiplicity: 6
energy relative to the best compared isomer or geometry (same formula, charge and spin): 13.7 kJ/mol
molar mass: 421.22 g mol⁻¹
strongest force on any atom: 2.798 eV/A
total charge: +2
frontier orbital gap (spin up / spin down): 5.6 / 6.7 eV

Last column: Mulliken spin population.
Cartesian coordinates (Å):
1 C 2.83 -0.36 -0.18  0.0013
2 C 1.70 -0.99 -0.98  0.0096
3 N 0.45 -0.52 -0.72  -0.0456
4 C -0.61 -0.90 -1.51  -0.0020
5 C -0.41 -1.93 -2.44  0.0013
6 C 0.85 -2.44 -2.67  0.0013
7 C 1.94 -1.93 -1.95  0.0049
8 C -1.83 -0.20 -1.40  0.0318
9 P -2.52 0.36 0.12  0.1128
10 H 2.95 -2.31 -2.11  0.0004
11 H -1.27 -2.28 -3.00  0.0003
12 H 0.99 -3.22 -3.41  -0.0003
13 C 2.01 -1.01 2.02  0.0190
14 C 3.42 0.96 1.78  0.0148
15 H -2.57 -0.39 -2.18  0.0093
16 H 3.30 0.48 -0.72  0.0059
17 H 3.66 -1.08 -0.03  0.0022
18 C -3.71 -0.72 0.91  -0.0071
19 C -3.45 1.83 -0.36  0.0003
20 H -4.11 -0.22 1.81  0.0002
21 H -4.52 -0.93 0.20  0.0004
22 H -3.20 -1.65 1.21  -0.0027
23 H -3.47 2.60 0.41  0.0192
24 H -3.05 2.27 -1.29  -0.0060
25 H -4.48 1.51 -0.58  0.0064
26 H 4.31 0.34 1.98  -0.0010
27 H 3.71 1.79 1.11  0.0026
28 H 3.05 1.37 2.73  -0.0018
29 H 2.90 -1.64 2.15  0.0053
30 H 1.70 -0.62 3.00  0.0063
31 H 1.20 -1.61 1.59  -0.0136
32 Ho 0.31 1.23 0.73  4.4620
33 H -1.49 0.27 1.19  0.1791
34 O 0.01 2.31 -1.20  0.0109
35 H -0.53 1.70 -1.77  0.0024
36 H 0.34 3.04 -1.75  -0.0020
37 N 2.35 0.15 1.15  -0.0029
38 O -1.79 2.49 3.50  0.0693
39 C -1.02 2.26 2.68  0.1053


Molecular formula: C22H42IrNP3S
Method: DFT, ωB97M-V/def2-TZVPD

## Properties
multiplicity: 6
energy relative to the best compared isomer or geometry (same formula, charge and spin): 0.0 kJ/mol
molar mass: 637.79 g mol⁻¹
strongest force on any atom: 4.237 eV/A
total charge: +4
frontier orbital gap (spin up / spin down): 6.4 / 4.6 eV

Last column: Mulliken spin population.
Cartesian coordinates (Å):
1 Ir 0.22 -0.32 0.66  1.6915
2 P -0.02 0.89 2.52  0.2772
3 P 1.08 -2.32 0.94  0.1831
4 P -1.87 -1.05 0.69  0.2193
5 H 0.93 2.77 -2.90  -0.0014
6 C 0.10 3.43 -2.64  0.0090
7 C 0.13 4.18 -1.53  0.0329
8 H 1.02 4.21 -0.89  0.0008
9 C 1.13 2.31 2.68  0.0731
10 C 0.26 -0.14 4.01  0.0534
11 C -1.61 1.75 2.85  0.0332
12 C 1.38 -2.96 -0.74  0.0821
13 C 2.69 -2.47 1.80  0.0336
14 C 0.16 -3.64 1.84  0.0270
15 C -3.01 0.26 0.13  0.0428
16 C -2.54 -1.62 2.31  0.0041
17 C -2.28 -2.46 -0.43  0.0489
18 H -0.76 3.42 -3.32  -0.0006
19 H -0.73 4.79 -1.22  0.0002
20 H 1.22 2.81 1.71  -0.0170
21 H 2.12 2.00 3.03  -0.0127
22 H 0.69 3.01 3.40  0.0101
23 H 1.06 -0.87 3.83  -0.0011
24 H -0.66 -0.67 4.28  -0.0024
25 H 0.55 0.52 4.83  0.0068
26 H -1.95 2.26 1.94  0.0020
27 H -1.40 2.51 3.62  0.0079
28 H -2.40 1.09 3.22  -0.0007
29 H 1.66 -4.02 -0.67  0.0180
30 H 2.21 -2.39 -1.19  -0.0072
31 H 0.50 -2.85 -1.38  -0.0043
32 H 2.91 -3.54 1.92  0.0057
33 H 2.65 -1.99 2.78  0.0063
34 H 3.48 -2.00 1.20  -0.0033
35 H 0.83 -4.50 1.93  0.0039
36 H -0.75 -3.94 1.30  -0.0030
37 H -0.10 -3.29 2.84  0.0004
38 H -3.82 -0.23 -0.42  -0.0010
39 H -2.52 0.97 -0.56  0.0060
40 H -3.42 0.81 0.98  -0.0025
41 H -3.51 -2.08 2.12  0.0021
42 H -2.67 -0.79 3.01  0.0020
43 H -1.88 -2.37 2.77  -0.0017
44 H -3.20 -2.19 -0.95  -0.0009
45 H -2.45 -3.38 0.14  0.0072
46 H -1.50 -2.64 -1.18  -0.0002
47 C -2.24 0.03 -3.83  0.2505
48 C -2.49 -1.11 -4.65  0.0657
49 C -3.23 -0.98 -5.82  0.0638
50 C -3.74 0.27 -6.20  0.2183
51 C -3.55 1.38 -5.37  0.0745
52 C -2.84 1.27 -4.19  0.0589
53 S -1.20 -0.08 -2.52  1.2237
54 H 2.20 0.19 1.14  0.1812
55 H -2.08 -2.06 -4.33  -0.0076
56 H -3.41 -1.86 -6.43  0.0059
57 H -4.31 0.37 -7.13  -0.0022
58 H -3.99 2.35 -5.64  0.0071
59 H -2.70 2.12 -3.52  -0.0035
60 C 5.55 1.89 0.44  -0.0044
61 C 5.31 1.30 1.68  0.0062
62 C 4.10 0.67 1.91  0.0092
63 N 3.15 0.63 0.93  0.0360
64 C 3.35 1.21 -0.28  -0.0306
65 C 4.55 1.85 -0.55  0.0091
66 H 6.50 2.39 0.26  0.0001
67 H 6.05 1.30 2.48  0.0011
68 H 3.85 0.17 2.86  0.0068
69 H 2.53 1.12 -0.99  -0.0016
70 H 4.69 2.31 -1.52  0.0009


Molecular formula: C2H4INS
Method: DFT, ωB97M-V/def2-TZVPD

## Properties
multiplicity: 1
energy relative to the best compared isomer or geometry (same formula, charge and spin): 676.8 kJ/mol
molar mass: 201.03 g mol⁻¹
strongest force on any atom: 6.040 eV/A
frontier orbital gap (spin up / spin down): 7.2 / 7.4 eV

Last column: Löwdin charge in e.
Cartesian coordinates (Å):
1 C 1.40 -0.04 0.18  -1.1555
2 C -1.23 -0.85 0.12  -0.3069
3 N -0.25 1.94 -0.45  0.0827
4 S 0.50 -1.36 -0.34  0.7283
5 I 3.42 -0.02 0.13  0.7594
6 H -1.30 -1.27 1.05  0.0030
7 H -1.80 -1.31 -0.53  -0.0312
8 H -1.10 0.26 -0.16  -0.0104
9 H 0.37 2.64 0.01  -0.0694


Molecular formula: C5H9NO
Method: DFT, ωB97M-V/def2-TZVPD

## Properties
multiplicity: 1
energy relative to the best compared isomer or geometry (same formula, charge and spin): 186.4 kJ/mol
molar mass: 99.13 g mol⁻¹
strongest force on any atom: 1.384 eV/A
frontier orbital gap: 10.6 eV

Last column: Löwdin charge in e.
Cartesian coordinates (Å):
1 C 1.68 -0.25 -0.51  -0.0598
2 C 0.26 -0.19 -1.02  -0.3567
3 N -0.53 -1.42 -0.96  0.0465
4 C -0.94 -0.28 -0.14  -0.3752
5 C -0.88 -0.45 1.35  -0.0649
6 C -0.68 2.85 0.47  0.0232
7 O 0.36 2.87 0.93  0.0260
8 H 1.76 -0.90 0.36  0.0718
9 H 2.34 -0.65 -1.29  0.0754
10 H 2.04 0.75 -0.24  0.0671
11 H 0.13 0.42 -1.91  0.1320
12 H -1.12 -1.52 -1.78  0.0906
13 H -1.80 0.29 -0.49  0.1230
14 H -0.09 -1.16 1.63  0.0739
15 H -1.83 -0.86 1.72  0.0765
16 H -0.70 0.50 1.87  0.0504


Molecular formula: C42H57BClN2O29P
Method: DFT, ωB97M-V/def2-TZVPD

## Properties
multiplicity: 1
molar mass: 1131.14 g mol⁻¹
strongest force on any atom: 2.828 eV/A
frontier orbital gap: 8.7 eV

Last column: Löwdin charge in e.
Cartesian coordinates (Å):
1 C 1.64 4.99 -3.03  0.0276
2 C 0.44 4.22 -3.53  -0.5175
3 O -0.67 4.69 -3.38  0.1089
4 O 0.59 3.02 -4.15  -0.0550
5 C 0.60 1.92 -3.18  -0.1544
6 C -0.84 1.65 -2.69  -0.1444
7 C -1.04 0.26 -2.03  -0.1940
8 C -1.63 0.44 -0.63  -0.2057
9 C -1.94 -0.93 0.03  -0.1758
10 C -0.84 -1.29 1.08  -0.1889
11 C -1.37 -1.26 2.54  -0.1547
12 C -1.22 -2.65 3.23  -0.1246
13 C -0.67 -2.57 4.63  -0.1588
14 C -1.34 -3.07 5.73  -0.5299
15 Cl -2.87 -3.89 5.50  0.7528
16 C -0.88 -3.00 7.01  -0.2854
17 P -1.83 -3.72 8.38  0.7164
18 O -1.76 -5.20 8.37  -0.4424
19 C 0.34 -2.40 7.28  -0.0429
20 B 0.98 -2.25 8.73  -0.6624
21 O 1.93 -3.11 9.19  0.1823
22 O 0.57 -1.19 9.52  0.1644
23 C 1.01 -1.93 6.21  -0.0587
24 C 0.54 -1.99 4.91  -0.0046
25 C 1.62 -1.35 4.02  -0.2703
26 O 1.52 -0.76 2.98  0.1835
27 N 2.83 -1.58 4.80  0.0388
28 N 3.11 -2.97 4.55  -0.0784
29 C 3.98 -3.09 3.37  -0.0214
30 C 3.84 -3.60 5.66  -0.4331
31 C 3.11 -4.74 6.34  0.0347
32 O 4.92 -3.23 6.05  0.1364
33 C 2.38 -1.27 6.14  -0.3032
34 O 2.92 -0.59 6.97  0.1806
35 H 1.43 6.04 -3.20  0.0548
36 H 2.56 4.76 -3.57  0.0877
37 H 1.79 4.82 -1.97  0.0981
38 H 1.28 2.22 -2.39  0.1144
39 H 1.03 1.06 -3.69  0.1171
40 H -1.50 1.76 -3.55  0.1057
41 H -1.06 2.40 -1.93  0.1059
42 H -0.13 -0.33 -2.02  0.0811
43 H -1.78 -0.27 -2.63  0.1112
44 H -0.90 1.00 -0.04  0.1127
45 H -2.53 1.05 -0.68  0.1099
46 H -1.94 -1.72 -0.72  0.1005
47 H -2.93 -0.88 0.49  0.0975
48 H 0.01 -0.63 0.94  0.0857
49 H -0.48 -2.29 0.83  0.0938
50 H -2.43 -1.03 2.51  0.1022
51 H -0.89 -0.48 3.13  0.1025
52 H -2.23 -3.05 3.31  0.0618
53 H -0.64 -3.36 2.63  0.1235
54 H -3.18 -3.34 8.28  0.0059
55 H -1.25 -3.28 9.60  0.0414
56 H 2.65 -2.57 9.54  0.1282
57 H 0.64 -0.37 9.02  0.1168
58 H 4.72 -2.29 3.37  0.1020
59 H 3.41 -3.13 2.45  0.0704
60 H 4.54 -4.03 3.44  0.0930
61 H 2.14 -4.91 5.88  0.0834
62 H 2.90 -4.46 7.37  0.0769
63 H 3.67 -5.68 6.26  0.0754
64 O 1.98 -0.02 -1.50  0.1553
65 C 2.52 -1.08 -1.45  -0.5445
66 O 2.43 -1.94 -0.40  0.0566
67 C 3.02 -3.18 -0.80  -0.1161
68 C 3.97 -2.75 -1.90  -0.1143
69 O 3.32 -1.58 -2.42  0.0682
70 H 3.53 -3.65 0.04  0.1220
71 H 2.24 -3.85 -1.16  0.1358
72 H 4.95 -2.47 -1.52  0.1351
73 H 4.09 -3.50 -2.67  0.1332
74 O 6.02 -6.99 3.81  0.1622
75 C 6.41 -7.29 4.89  -0.5669
76 O 7.53 -8.01 5.14  0.0656
77 C 7.79 -7.95 6.54  -0.1174
78 C 6.42 -7.65 7.11  -0.1147
79 O 5.79 -6.94 6.04  0.0392
80 H 8.20 -8.89 6.90  0.1328
81 H 8.51 -7.16 6.74  0.1345
82 H 5.84 -8.55 7.32  0.1344
83 H 6.46 -7.04 8.01  0.1350
84 O -5.34 0.22 4.55  0.1702
85 C -5.91 -0.49 5.31  -0.5696
86 O -5.50 -0.72 6.59  0.0495
87 C -6.56 -1.42 7.25  -0.1242
88 C -7.29 -2.07 6.11  -0.1220
89 O -7.04 -1.17 5.03  0.0617
90 H -6.15 -2.14 7.96  0.1268
91 H -7.18 -0.70 7.79  0.1330
92 H -6.89 -3.05 5.85  0.1316
93 H -8.36 -2.17 6.29  0.1324
94 O -4.01 0.88 -6.44  0.1582
95 C -4.18 1.99 -6.06  -0.5736
96 O -3.95 2.42 -4.80  0.0592
97 C -4.04 3.84 -4.79  -0.1087
98 C -4.93 4.13 -5.98  -0.1087
99 O -4.64 3.01 -6.83  0.0290
100 H -4.47 4.20 -3.86  0.1373
101 H -3.04 4.26 -4.90  0.1266
102 H -5.99 4.12 -5.73  0.1338
103 H -4.68 5.06 -6.47  0.1263
104 O 0.67 8.12 -1.85  0.1716
105 C 0.51 8.67 -2.89  -0.5638
106 O -0.09 9.87 -3.05  0.0647
107 C 0.12 10.29 -4.40  -0.1201
108 C 0.35 8.98 -5.11  -0.1134
109 O 0.91 8.16 -4.09  0.0384
110 H -0.75 10.83 -4.77  0.1330
111 H 0.99 10.95 -4.43  0.1324
112 H -0.58 8.53 -5.46  0.1355
113 H 1.03 9.08 -5.95  0.1328
114 O -2.63 7.48 -9.59  0.1595
115 C -2.49 6.31 -9.52  -0.5689
116 O -3.02 5.53 -8.54  0.0497
117 C -2.83 4.16 -8.92  -0.1212
118 C -1.66 4.24 -9.86  -0.1162
119 O -1.79 5.56 -10.40  0.0691
120 H -2.63 3.54 -8.05  0.1192
121 H -3.74 3.80 -9.41  0.1432
122 H -0.70 4.16 -9.34  0.1342
123 H -1.70 3.49 -10.64  0.1247
124 O -0.91 0.84 -11.72  0.1683
125 C -0.49 0.64 -10.63  -0.5696
126 O 0.61 -0.09 -10.35  0.0651
127 C 0.92 0.09 -8.96  -0.1164
128 C -0.42 0.50 -8.38  -0.1106
129 O -1.06 1.13 -9.50  0.0388
130 H 1.31 -0.82 -8.53  0.1326
131 H 1.67 0.88 -8.87  0.1334
132 H -1.01 -0.36 -8.07  0.1372
133 H -0.32 1.18 -7.55  0.1327


Molecular formula: C38H50ClF5IrN3O2S
Method: DFT, ωB97M-V/def2-TZVPD

## Properties
multiplicity: 2
energy relative to the best compared isomer or geometry (same formula, charge and spin): 250.0 kJ/mol
molar mass: 935.56 g mol⁻¹
strongest force on any atom: 2.532 eV/A
total charge: +1
frontier orbital gap (spin up / spin down): 6.1 / 6.2 eV

Last column: Mulliken spin population.
Cartesian coordinates (Å):
1 Ir 0.24 0.62 -0.34  0.7606
2 C -0.68 2.56 -0.35  -0.0278
3 C -0.76 2.74 1.10  0.0578
4 C -1.59 1.72 1.56  0.0398
5 C -2.05 0.97 0.40  0.0617
6 C -1.65 1.61 -0.80  0.0422
7 C -2.27 1.55 -2.18  -0.0662
8 C -1.21 1.43 -3.27  0.0120
9 C -3.07 2.85 -2.39  -0.0016
10 C -3.23 0.36 -2.28  0.0034
11 C -2.02 1.24 2.96  0.0276
12 C -3.23 0.30 2.85  -0.0035
13 C -2.48 2.40 3.85  0.0059
14 C -0.90 0.42 3.62  0.0044
15 C 0.06 3.86 1.75  -0.0415
16 C 0.90 3.47 2.97  0.0117
17 C 1.07 4.41 0.73  0.0044
18 C -0.90 5.02 2.10  0.0236
19 H -0.18 3.25 -1.01  0.0111
20 H -2.77 0.18 0.46  0.0169
21 H -0.48 2.24 -3.21  0.0015
22 H -1.68 1.48 -4.26  -0.0007
23 H -0.66 0.49 -3.19  -0.0095
24 H -2.40 3.71 -2.40  0.0002
25 H -3.79 2.99 -1.58  -0.0001
26 H -3.61 2.82 -3.33  0.0000
27 H -2.70 -0.58 -2.11  -0.0041
28 H -3.67 0.32 -3.28  0.0007
29 H -4.04 0.44 -1.56  -0.0005
30 H -4.05 0.77 2.30  0.0013
31 H -3.58 0.06 3.85  -0.0003
32 H -2.97 -0.64 2.35  0.0023
33 H -3.28 2.96 3.37  -0.0006
34 H -1.69 3.11 4.09  -0.0002
35 H -2.86 2.00 4.79  0.0006
36 H -0.74 -0.51 3.07  0.0044
37 H -1.18 0.18 4.65  0.0003
38 H 0.05 0.95 3.64  0.0012
39 H 1.75 2.87 2.67  -0.0041
40 H 0.35 2.93 3.73  -0.0001
41 H 1.28 4.38 3.44  -0.0001
42 H 1.68 3.61 0.30  -0.0016
43 H 1.74 5.11 1.24  -0.0002
44 H 0.59 4.95 -0.08  0.0004
45 H -1.54 4.78 2.94  -0.0026
46 H -1.53 5.26 1.25  0.0010
47 H -0.32 5.91 2.35  0.0003
48 N 1.55 0.41 1.28  0.0608
49 C 2.23 0.34 2.20  -0.0439
50 C 3.04 0.31 3.39  -0.0061
51 C 4.09 1.21 3.52  -0.0026
52 C 4.86 1.19 4.67  -0.0004
53 C 4.57 0.28 5.68  -0.0009
54 C 3.52 -0.61 5.54  0.0000
55 C 2.75 -0.60 4.40  -0.0001
56 H 4.30 1.92 2.72  -0.0001
57 H 5.68 1.89 4.78  0.0001
58 H 5.18 0.27 6.58  -0.0001
59 H 3.30 -1.32 6.33  0.0001
60 H 1.92 -1.29 4.28  -0.0003
61 F 0.84 -2.56 0.81  -0.0004
62 C -0.37 -3.01 0.47  -0.0093
63 F -1.25 -2.59 1.42  0.0002
64 C -0.30 -4.56 0.57  -0.0008
65 F 0.41 -5.07 -0.45  -0.0001
66 F -1.51 -5.12 0.56  0.0000
67 F 0.29 -4.89 1.70  0.0000
68 Cl 7.00 0.21 -5.61  -0.0001
69 C 5.66 0.22 -4.53  -0.0001
70 C 4.91 1.38 -4.38  -0.0004
71 C 3.83 1.38 -3.51  -0.0005
72 C 3.50 0.23 -2.80  0.0035
73 C 4.26 -0.92 -2.96  0.0028
74 C 5.34 -0.93 -3.82  0.0004
75 C 2.35 0.23 -1.87  0.0122
76 O 1.74 1.32 -1.63  -0.0020
77 O 1.93 -0.83 -1.32  0.0300
78 H 5.18 2.26 -4.94  0.0001
79 H 3.24 2.28 -3.37  -0.0003
80 H 4.00 -1.81 -2.39  0.0007
81 H 5.95 -1.82 -3.95  0.0001
82 C -1.63 -4.54 -4.30  0.0001
83 N -0.90 -4.07 -3.13  0.0004
84 C 0.54 -3.91 -3.33  0.0004
85 C -1.50 -3.63 -2.03  0.0010
86 S -0.74 -2.28 -1.18  0.0260
87 N -2.71 -4.04 -1.66  -0.0012
88 C -3.61 -3.22 -0.83  -0.0003
89 C -3.20 -5.39 -1.91  0.0002
90 H -1.22 -4.03 -5.17  0.0001
91 H -2.69 -4.29 -4.22  -0.0001
92 H -1.52 -5.62 -4.44  -0.0001
93 H 0.90 -4.80 -3.84  0.0001
94 H 1.05 -3.80 -2.38  0.0000
95 H 0.75 -3.04 -3.95  0.0000
96 H -3.27 -2.19 -0.82  -0.0008
97 H -3.65 -3.60 0.18  0.0000
98 H -4.60 -3.26 -1.27  -0.0001
99 H -2.38 -6.03 -2.21  0.0000
100 H -3.98 -5.40 -2.67  0.0000
101 H -3.61 -5.77 -0.98  0.0000